1.
This record from the Open Molecules 2025 dataset describes a structure of composition C11H82NO29 at a distorted geometry. The level of theory is ωB97M-V/def2-TZVPD.

XYZ file:
```
123
Properties=species:S:1:pos:R:3:forces:R:3:lowdin_charge:R:1
C -2.6435 -2.2703 -1.5145 0.00 2.86 -5.16 -0.1109
C -1.8515 -1.8833 -0.3625 2.84 0.24 0.19 -0.2995
C -1.1455 -0.5133 -0.5165 0.78 -1.18 -0.03 -0.1169
C -0.3805 -0.1433 0.8095 -2.96 -1.40 1.21 -0.1049
N 0.4175 1.0817 0.8375 4.75 -1.31 0.03 -0.1624
C 0.7285 1.4777 2.2225 0.76 -0.61 3.27 -0.0787
C 1.2565 2.8957 2.1735 -1.88 -7.83 -10.03 -0.1267
C 0.7315 3.4867 0.9015 -2.31 -1.70 1.00 -0.0558
C -0.1025 2.3227 0.3935 -0.88 2.02 -2.02 -0.1612
C 1.7675 0.7217 0.0975 -3.17 -1.89 -2.54 -0.0739
C 2.5525 -0.5373 0.4175 -2.31 -2.37 -2.99 -0.2120
C 3.8305 -0.7583 -0.4955 0.67 0.36 6.19 -0.0543
H -3.4215 -1.4543 -1.7605 0.48 -1.36 0.75 0.0932
H -3.0725 -3.2243 -1.3475 -0.60 -0.92 -0.49 0.0479
H -2.0555 -2.1243 -2.5845 -1.01 -1.20 2.55 0.1353
H -1.1395 -2.7173 -0.1315 -0.59 0.87 0.30 0.1063
H -2.5875 -1.7183 0.3655 -0.53 -0.27 1.93 0.0894
H -2.0255 0.0537 -0.7775 0.02 1.44 0.64 0.0911
H -0.5765 -0.4593 -1.4505 0.51 -0.27 0.27 0.1117
H 0.2185 -0.9253 1.3945 -0.61 0.83 -1.88 0.1305
H -1.2295 -0.0783 1.5665 1.10 0.70 -0.84 0.1338
H 1.4065 0.8247 2.8215 -0.13 0.09 -1.27 0.1346
H -0.1735 1.3337 2.7725 -1.02 0.44 0.25 0.1197
H 2.2455 2.8097 2.0875 4.28 -0.68 -0.97 0.0674
H 1.2835 3.4377 2.8575 -1.33 8.04 11.49 -0.0121
H 1.5135 3.4807 0.2345 1.76 1.76 -1.71 0.0889
H 0.0035 4.2957 1.0645 1.00 0.29 -0.55 0.1331
H -0.3145 2.4397 -0.6425 0.11 -0.69 -1.15 0.1329
H -1.0225 2.4047 0.8355 -2.39 -0.06 1.09 0.0756
H 2.5175 1.3327 -0.0585 3.16 5.24 1.25 0.0465
H 1.4935 0.8547 -1.0355 -0.28 -1.57 1.64 0.1686
H 1.8385 -1.3333 0.0245 1.19 0.71 1.23 0.0959
H 2.8345 -0.7673 1.4235 -0.25 0.55 0.75 0.0879
H 4.6035 -0.0323 -0.0445 -0.81 -0.85 -1.52 0.1128
H 3.5555 -0.6703 -1.4775 -0.02 0.10 -2.59 0.0441
H 4.2005 -1.7703 -0.1045 -0.44 1.45 -1.32 0.0593
O -0.3805 -2.7443 -5.1295 6.06 0.25 1.93 -0.0380
H -1.2335 -2.9133 -5.2075 -6.22 -0.91 -1.04 -0.1145
H -0.1395 -3.2563 -4.2925 0.22 1.33 -1.59 -0.0020
O 0.0795 -4.8993 -0.0895 -1.05 -1.82 0.30 -0.0771
H 0.1815 -5.8923 -0.0295 -0.19 1.60 -0.12 0.1069
H -0.8645 -4.7703 0.1985 0.69 -0.25 -0.11 0.0426
O -2.6705 2.0957 2.1825 0.21 1.92 -0.33 -0.0545
H -3.0265 2.9547 1.8095 0.41 -1.66 0.66 0.0878
H -3.3735 1.4587 2.1645 -0.73 -0.24 -0.24 0.0153
O -2.9305 3.0087 -1.2745 -0.82 -1.78 -0.42 -0.0973
H -3.6465 2.5167 -0.8155 0.56 0.74 0.27 -0.0030
H -2.8115 2.3427 -2.0105 0.62 1.28 0.32 0.0089
O -3.1805 -3.1273 -5.0325 -2.17 0.65 -2.83 -0.0499
H -3.9235 -3.3423 -5.6735 1.10 1.10 0.49 0.1274
H -3.1865 -3.9853 -4.6875 0.80 -2.32 2.31 -0.0094
O -6.0805 -2.3213 -3.6565 -0.35 -1.90 -0.46 -0.0195
H -5.3215 -1.8503 -3.9365 1.48 0.83 -0.49 -0.0329
H -6.5485 -1.7203 -3.1225 -1.04 1.11 0.98 0.0081
O 1.5545 0.1087 -4.0115 1.30 -1.92 -1.43 -0.0928
H 1.7245 1.0327 -3.8635 0.43 0.45 -0.38 -0.0035
H 2.1985 -0.2843 -4.7135 -1.76 1.48 1.90 0.1013
O -3.3465 -5.4833 -3.3425 -3.16 -2.26 -2.68 -0.1358
H -4.1395 -5.9913 -3.9115 3.26 1.99 2.29 0.1580
H -3.5755 -5.7823 -2.4465 -0.02 0.28 0.03 -0.0145
O -2.7115 -5.1673 1.2425 -1.32 -7.36 -4.46 -0.0121
H -3.5825 -5.0313 0.9375 -1.44 -0.32 -1.05 -0.0094
H -2.5065 -4.4473 1.7475 1.08 0.99 1.26 -0.2729
O -0.7065 4.8997 5.4335 5.21 -8.09 -3.04 -0.0079
H 0.0135 5.1567 4.8025 -1.20 0.03 0.93 0.0080
H -1.1245 5.5937 5.6645 -4.47 7.78 2.46 -0.0969
O -3.6245 -0.5593 -4.8195 0.90 -1.23 1.37 -0.0510
H -3.3625 -1.4863 -5.0625 -0.05 1.05 0.48 0.0137
H -4.0995 -0.2073 -5.5375 -0.85 0.77 -1.45 0.0307
O -0.7605 6.9007 1.0795 1.13 -0.05 -0.66 -0.0429
H -0.0835 6.9447 0.3755 -0.17 -0.29 0.44 0.0752
H -0.9415 7.8317 1.1895 -0.55 0.52 0.32 0.0632
O 4.2825 2.5017 -1.8115 3.90 -4.48 -0.35 -0.0508
H 4.7375 1.8617 -2.5145 -1.37 1.97 2.36 0.1468
H 3.7195 2.9777 -2.3295 -2.53 2.36 -2.13 -0.0156
O 2.6575 2.1017 4.3895 -0.80 0.25 1.87 -0.0616
H 2.6045 2.1987 5.3845 0.62 -0.23 -1.89 0.0998
H 3.5535 2.0817 4.0275 0.24 -0.11 0.36 -0.0119
O 4.9595 2.0897 2.8975 1.58 0.78 1.43 -0.0671
H 5.6385 2.3877 3.5355 -0.62 -1.11 1.29 0.0761
H 5.4755 2.6127 2.2765 -0.87 0.07 -2.61 -0.0024
O -4.6725 -5.6803 -0.9395 -2.15 -0.67 1.18 -0.0625
H -5.2725 -6.3333 -0.4925 1.39 -0.02 -0.45 0.0978
H -5.3675 -5.0073 -0.9965 0.55 0.66 -0.62 0.0675
O 0.7285 -4.0693 -3.1565 -0.34 -1.38 -0.51 -0.0363
H 0.1875 -4.8433 -3.4555 0.82 0.67 0.51 0.0968
H 0.3185 -3.8083 -2.3375 -0.32 0.07 0.79 0.0205
O 0.9955 6.2497 3.9575 2.00 -3.09 1.03 -0.0123
H 0.9995 7.0037 3.4835 -1.70 4.74 -2.25 -0.0132
H 1.8925 6.0547 3.6125 0.04 -1.46 0.97 0.0379
O -2.3825 5.7527 -0.9145 2.32 5.08 2.95 -0.1100
H -1.7085 6.1267 -0.1275 -3.00 -0.92 -2.87 0.0666
H -2.1865 4.8757 -0.8285 0.22 -4.20 -0.23 -0.1035
O 6.0215 -2.6123 -1.5585 5.04 0.19 0.03 -0.0347
H 5.1205 -2.6663 -1.5915 -3.27 -0.18 0.80 -0.0550
H 6.4735 -2.5573 -0.6825 -1.50 -0.15 -1.01 0.0777
O 5.7525 3.1697 0.5605 -0.25 -0.33 -1.11 -0.1027
H 5.5285 4.1227 0.4285 0.07 -1.51 -0.49 0.0746
H 5.4715 2.5797 -0.2275 0.30 2.19 1.66 0.0619
O 2.1525 -3.2943 -0.0535 1.47 2.84 2.25 0.0096
H 2.4775 -3.4903 -0.8705 1.95 -0.25 -3.95 0.0273
H 1.5735 -3.9823 0.0095 -3.47 -3.14 1.18 -0.0349
O 3.8025 -3.1793 2.0355 0.15 -1.41 -1.30 -0.0617
H 3.4225 -2.9143 1.1715 0.07 0.17 0.19 -0.0040
H 3.7165 -4.1463 1.8615 0.35 0.71 0.77 0.0970
O -4.7655 1.3197 0.1125 -1.13 2.19 1.42 -0.0674
H -5.0545 0.7667 -0.5975 -0.64 -0.40 -0.70 0.0324
H -5.4725 2.0357 0.2825 1.43 -1.92 -0.64 0.1239
O 3.4335 5.0327 3.3335 0.48 2.99 -1.89 0.0177
H 4.3335 5.2827 3.5255 0.76 1.60 -0.63 0.0685
H 3.5405 4.2977 3.8365 -1.20 -4.56 2.37 -0.0315
O -2.0845 -3.4943 2.2545 4.87 4.91 2.47 0.0611
H -2.8755 -3.2113 2.6225 -1.80 1.62 1.68 0.0744
H -1.2825 -3.0243 2.5945 -1.01 0.36 0.23 0.0943
O -0.4405 -1.4903 3.3905 0.16 -0.87 1.43 -0.1406
H 0.5525 -1.8023 3.3905 -1.52 0.78 0.79 0.0288
H -0.8205 -1.4983 4.3225 1.19 -0.08 -1.74 0.0989
O -2.0335 1.5387 -3.3555 0.34 -0.19 -3.12 -0.1267
H -1.7165 2.0077 -4.2385 -1.15 -1.65 2.80 0.1317
H -2.4755 0.6807 -3.6545 0.79 1.46 0.02 0.0408
O 2.0995 -1.9953 3.4415 -1.57 1.28 1.57 -0.0331
H 2.5515 -2.4673 2.7575 1.37 -0.87 -0.41 -0.0319
H 2.7085 -1.5993 4.0795 -0.05 -0.30 -0.45 0.0936
```
Forces are in eV/Å.

Net charge: +1
Highest occupied orbital energy: -11.79 eV
Relative energy (zero: lowest compared OMol25 entry of this formula, charge and spin): 2.098 eV
Frontier orbital gap: 0.356 hartree
E: -2704.3842 hartree
LUMO: -2.1 eV
F_max: 14.1 eV Å⁻¹

---

2.
This record from the Open Molecules 2025 dataset describes an isolated molecule of C3H5NS2 at a distorted geometry. The level of theory is ωB97M-V/def2-TZVPD.

XYZ file:
```
11
Properties=species:S:1:pos:R:3:forces:R:3:lowdin_charge:R:1
C 0.3533 -0.0406 0.5194 2.55 -0.74 3.63 -0.2589
C 0.0810 -0.9518 -0.4438 -2.45 1.80 -0.81 -0.1688
C -0.1109 1.1968 0.5934 -0.64 1.57 0.33 -0.0900
N -0.9969 -0.7207 -1.2479 3.68 -1.61 1.89 -0.3804
S -2.8531 0.4665 0.8209 0.59 -0.24 0.48 0.1263
S -2.5184 -0.1941 -0.9602 -2.42 1.12 -0.82 0.3743
H 1.0700 -0.3781 1.3978 -1.42 0.65 -2.00 0.1530
H 0.7771 -1.7067 -0.5585 0.74 -1.85 -1.04 0.0976
H 0.2260 1.7739 1.4024 0.32 0.74 1.12 0.0486
H -0.6569 1.7958 -0.0988 -0.26 -0.29 -0.82 0.0322
H -0.9453 -1.3745 -1.9656 -0.69 -1.15 -1.96 0.0661
```
Forces are in eV/Å.

Highest occupied orbital energy (alpha / beta): -7.23 / -7.33 eV
Relative energy (zero: lowest compared OMol25 entry of this formula, charge and spin): 2.949 eV
Frontier orbital gap (alpha / beta): 0.241 / 0.250 hartree
E: -968.3367 hartree
LUMO (alpha / beta): -0.7 / -0.5 eV
F_max: 4.5 eV Å⁻¹